(1)
C9H12N2O | ωB97M-V/def2-TZVPD

Calculated values
SMILES   CC(C)/N=[N+](\[O-])c1ccccc1
Highest occupied orbital energy (alpha / beta)   -7.767 / -9.413 eV
Energy relative to the best compared isomer or geometry (same formula, charge and spin)   154.02 kcal per mole
Charge   0

```
24
Properties=species:S:1:pos:R:3:lowdin_charge:R:1
C 2.665 -1.257 2.745 -0.077
C 1.539 -1.873 2.270 -0.051
C 3.073 0.040 2.306 -0.091
C 0.708 -1.268 1.270 0.004
C 2.334 0.605 1.354 -0.043
C 1.143 -0.040 0.888 -0.246
C -1.295 0.544 -2.896 -0.046
C -3.153 0.177 -1.309 -0.102
C -1.742 0.643 -1.347 -0.546
N -0.965 -0.249 -0.627 0.198
N 0.348 0.718 0.049 -0.136
O 0.357 1.923 -0.188 -0.003
H 3.284 -1.596 3.479 0.067
H 1.373 -2.835 2.560 0.070
H 3.981 0.591 2.717 0.133
H -0.135 -1.599 0.640 0.101
H 2.492 1.734 1.195 0.142
H -1.448 -0.466 -3.272 0.071
H -1.967 1.254 -3.498 0.094
H -0.402 1.122 -3.015 0.053
H -3.776 0.202 -0.412 0.067
H -3.244 -0.920 -1.713 0.114
H -3.671 0.838 -2.086 0.094
H -1.500 1.712 -1.111 0.133
```

---

(2)
C17H21N3Ni2O2 | ωB97M-V/def2-TZVPD

Calculated values
Expectation value of S²   8.782
Highest occupied orbital energy (alpha / beta)   -6.378 / -10.618 eV
Multiplicity   6
Charge   +1

```
45
Properties=species:S:1:pos:R:3:mulliken_spin:R:1
Ni -0.578 1.297 -1.995 1.847
Ni -0.179 1.879 1.167 1.731
O -1.208 0.768 -0.199 0.167
H -1.938 0.145 -0.018 -0.002
C 1.050 4.430 -2.682 0.011
C 0.929 4.069 -1.224 -0.005
O 0.424 2.829 -0.830 0.065
H 1.048 5.519 -2.738 0.001
H 0.192 4.078 -3.255 0.002
H 1.932 3.978 -3.134 0.001
H 0.301 4.859 -0.811 -0.003
H 1.904 4.144 -0.743 0.003
N -1.056 -0.759 -2.722 0.021
C -1.561 -1.135 -3.956 -0.003
C -1.989 -2.448 -4.167 0.002
C -1.799 -3.392 -3.243 0.003
C -1.265 -3.086 -1.987 -0.002
C -0.969 -1.746 -1.826 0.010
H -1.535 -0.418 -4.763 0.002
H -2.582 -2.732 -5.024 0.000
H -2.074 -4.410 -3.478 0.000
H -1.141 -3.786 -1.173 0.000
H -0.573 -1.525 -0.846 -0.014
N 1.492 0.354 1.056 0.343
C 1.330 -0.997 1.004 0.264
C 2.339 -1.877 0.668 -0.102
C 3.649 -1.425 0.480 0.383
C 3.839 -0.023 0.450 -0.113
C 2.793 0.850 0.842 0.297
H 0.337 -1.383 1.181 0.012
H 2.292 -2.952 0.567 -0.010
H 4.454 -2.082 0.186 0.031
H 4.856 0.243 0.205 -0.012
H 2.948 1.913 0.729 0.032
N -1.180 0.728 2.810 0.034
C -2.372 0.057 2.726 -0.001
C -2.815 -0.947 3.583 0.003
C -1.958 -1.299 4.625 0.000
C -0.736 -0.656 4.762 0.004
C -0.407 0.433 3.896 -0.011
H -2.992 0.435 1.926 -0.001
H -3.769 -1.428 3.423 0.000
H -2.053 -2.200 5.212 0.000
H -0.001 -1.069 5.438 0.001
H 0.620 0.767 3.876 0.008
```

---

(3)
C3H5N3O | ωB97M-V/def2-TZVPD

Calculated values
SMILES   [H]/N=N/C(=C)NC=O
Highest occupied orbital energy   -9.718 eV
Energy relative to the best compared isomer or geometry (same formula, charge and spin)   60.38 kcal per mole
Charge   0

```
12
Properties=species:S:1:pos:R:3:lowdin_charge:R:1
C 1.872 -0.206 0.406 0.109
C 0.544 -0.120 0.389 -0.403
N -0.183 -1.270 0.856 -0.009
N -1.400 -1.213 0.620 0.085
C -1.020 0.877 -1.167 -0.372
O -1.765 1.748 -1.549 0.031
N -0.155 0.997 -0.106 0.066
H -0.911 -0.106 -1.659 0.128
H 2.348 -1.087 0.821 0.067
H 2.486 0.586 -0.010 0.074
H -1.807 -2.094 0.962 0.072
H -0.125 1.884 0.381 0.153
```